Below is 10 unconnected molecules or ions with the total composition C22H26Cl36O8P2S, with properties calculated with ωB97M-V/def2-TZVPD.

Each line ends with the Mulliken charge.
Geometry (Å):
C1 -2.552 2.844 -1.886  -0.84
C2 -1.030 2.450 -1.933  -0.33
P1 -0.647 0.859 -2.800  0.47
C3 -1.982 0.746 -4.106  -0.63
C4 -0.909 -0.686 -1.750  0.18
C5 0.140 -1.682 -2.361  -1.53
C6 -0.039 -2.042 -3.849  -0.41
C7 -1.313 -2.808 -4.232  -0.54
O1 -1.229 -3.003 -5.691  -0.35
C8 -2.508 -2.963 -6.223  0.66
C9 -3.118 -1.637 -6.638  -0.73
O2 -3.092 -3.963 -6.341  -0.51
O3 -2.273 -1.199 -1.772  -0.55
S1 -2.275 -2.505 -0.801  1.17
O4 -3.529 -2.787 -0.213  -0.70
O5 -1.796 -3.696 -1.405  -0.64
O6 -1.111 -1.941 0.185  -0.03
C10 -0.683 -0.613 -0.200  2.08
C11 -1.429 0.494 0.606  -1.31
C12 -2.083 0.076 1.935  0.00
C13 -3.522 -0.539 1.760  -1.08
O7 -1.259 -0.713 2.772  -0.19
P2 1.119 -0.281 0.250  0.34
O8 1.341 0.065 1.667  -0.64
H1 -3.138 1.935 -1.702  0.24
H2 -2.667 3.526 -1.041  -0.12
H3 -2.879 3.298 -2.822  0.41
H4 -0.554 3.238 -2.534  0.44
H5 -0.573 2.530 -0.943  0.25
H6 -2.129 1.749 -4.517  0.59
H7 -2.918 0.483 -3.591  0.41
H8 -1.776 -0.015 -4.850  -0.50
H9 1.092 -1.132 -2.306  0.31
H10 0.285 -2.568 -1.736  0.89
H11 0.065 -1.198 -4.538  -0.17
H12 0.791 -2.719 -4.096  0.52
H13 -1.304 -3.816 -3.816  0.33
H14 -2.250 -2.275 -4.044  0.31
H15 -2.371 -0.934 -7.022  0.21
H16 -3.852 -1.846 -7.416  0.36
H17 -3.618 -1.171 -5.782  0.21
H18 -0.721 1.311 0.793  0.31
H19 -2.214 0.915 -0.036  0.19
H20 -2.265 1.009 2.493  0.00
H21 -3.608 -1.541 2.182  0.21
H22 -3.723 -0.545 0.685  0.44
H23 -4.280 0.131 2.175  0.16
H24 -1.682 -1.550 2.999  0.26
H25 1.945 -1.326 -0.217  -0.08
H26 1.478 0.863 -0.521  0.05
C14 3.000 -3.528 2.177  0.20
Cl1 1.387 -2.814 2.318  0.05
Cl2 3.867 -3.311 3.701  -0.03
Cl3 2.856 -5.255 1.819  -0.11
Cl4 3.908 -2.735 0.876  -0.13
C15 1.652 1.763 -5.946  0.15
Cl5 1.179 3.233 -5.079  -0.11
Cl6 0.199 0.950 -6.555  -0.03
Cl7 2.703 2.204 -7.296  -0.05
Cl8 2.516 0.671 -4.849  -0.02
C16 -2.616 5.314 1.703  0.18
Cl9 -2.563 3.544 1.760  0.00
Cl10 -1.119 5.921 0.987  -0.09
Cl11 -3.991 5.822 0.710  -0.11
Cl12 -2.801 5.963 3.338  -0.02
C17 -3.892 -2.572 5.812  0.31
Cl13 -5.620 -2.793 6.116  -0.10
Cl14 -3.407 -3.558 4.422  -0.09
Cl15 -3.565 -0.870 5.466  -0.03
Cl16 -2.974 -3.071 7.237  -0.09
C18 7.295 -1.311 5.676  0.39
Cl17 7.262 -1.412 3.911  -0.08
Cl18 6.031 -2.350 6.345  -0.10
Cl19 8.883 -1.838 6.266  -0.12
Cl20 7.008 0.359 6.178  -0.10
C19 -3.036 9.674 5.184  0.35
Cl21 -2.258 8.226 5.848  -0.09
Cl22 -3.211 9.506 3.431  -0.09
Cl23 -4.631 9.873 5.919  -0.09
Cl24 -2.040 11.089 5.542  -0.09
C20 0.792 3.656 4.172  0.25
Cl25 1.496 5.129 3.482  -0.11
Cl26 1.712 3.185 5.609  -0.11
Cl27 -0.892 3.969 4.632  -0.10
Cl28 0.853 2.358 2.979  0.10
C21 3.777 -1.880 -8.453  0.25
Cl29 3.525 -3.630 -8.432  -0.10
Cl30 5.296 -1.492 -7.632  -0.11
Cl31 3.851 -1.314 -10.127  -0.11
Cl32 2.440 -1.080 -7.620  0.08
C22 8.765 -5.681 8.731  0.30
Cl33 8.351 -5.117 10.356  -0.10
Cl34 8.546 -4.358 7.576  0.02
Cl35 10.452 -6.214 8.705  -0.11
Cl36 7.713 -7.035 8.291  -0.11

For the HOMO energy, the calculation gives -9.0 eV. The calculation puts the LUMO energy at -0.00795 Ha. The calculation puts the energy above the lowest of the compared OMol25 structures with the same formula, charge and spin at 0.439 eV. Its spin multiplicity is 1. The SMILES is CCP(C)[C@]1(CCCOC(C)=O)OS(=O)(=O)O[C@@]1(C[C@@H](C)O)[PH2]=O.ClC(Cl)(Cl)Cl.ClC(Cl)(Cl)Cl.ClC(Cl)(Cl)Cl.ClC(Cl)(Cl)Cl.ClC(Cl)(Cl)Cl.ClC(Cl)(Cl)Cl.ClC(Cl)(Cl)Cl.ClC(Cl)(Cl)Cl.ClC(Cl)(Cl)Cl. For the orbital gap, the calculation gives 8.777 eV.


Below is a single C22H26ClN3O3S molecule, with properties calculated with ωB97M-V/def2-TZVPD.

Each line ends with the Mulliken charge.
Geometry (Å):
C1 0.412 3.216 -3.603  -0.88
H1 -0.671 3.289 -3.657  0.27
H2 0.840 3.810 -4.406  0.44
H3 0.702 2.180 -3.753  0.12
C2 0.929 3.734 -2.264  -0.67
N1 0.302 3.078 -1.133  0.23
C3 0.886 2.219 -0.279  0.70
O1 0.267 1.699 0.639  -0.70
C4 2.348 1.871 -0.460  -1.11
H4 2.652 1.286 0.410  0.46
H5 2.989 2.747 -0.548  0.58
S1 2.644 0.875 -1.964  -0.21
C5 1.197 -0.227 -1.953  -0.33
C6 1.002 -1.037 -0.673  0.39
O2 -0.115 -1.319 -0.300  -0.56
N2 2.162 -1.406 -0.091  -0.01
C7 2.369 -2.138 1.086  0.22
C8 1.329 -2.561 1.902  -0.45
C9 1.622 -3.274 3.052  -0.77
C10 2.929 -3.566 3.391  -0.48
C11 3.979 -3.144 2.581  0.65
C12 3.687 -2.429 1.432  -0.49
H6 4.491 -2.092 0.791  0.28
C13 5.395 -3.463 2.954  -1.46
H7 6.094 -3.045 2.235  0.35
H8 5.626 -3.062 3.940  0.34
H9 5.540 -4.542 2.993  0.33
H10 3.144 -4.124 4.290  0.42
H11 0.815 -3.603 3.688  0.39
H12 0.311 -2.331 1.640  0.66
H13 3.010 -1.112 -0.565  0.18
H14 1.362 -0.913 -2.787  0.70
H15 0.292 0.349 -2.151  -0.23
C14 -1.100 3.393 -0.904  -1.11
C15 -2.054 2.377 -1.558  0.72
O3 -2.759 2.675 -2.503  -0.70
N3 -1.996 1.160 -1.005  0.18
H16 -1.409 1.001 -0.193  0.19
C16 -2.847 0.061 -1.421  -1.33
C17 -3.794 -0.302 -0.308  0.04
C18 -5.100 0.168 -0.293  -0.24
C19 -5.947 -0.142 0.757  -0.75
C20 -5.476 -0.921 1.800  0.42
C21 -4.172 -1.390 1.807  -0.92
C22 -3.336 -1.077 0.751  0.10
H17 -2.317 -1.432 0.740  0.53
H18 -3.819 -1.993 2.629  0.43
Cl1 -6.531 -1.314 3.114  -0.23
H19 -6.964 0.219 0.768  0.42
H20 -5.458 0.780 -1.107  0.43
H21 -2.212 -0.798 -1.658  0.33
H22 -3.387 0.390 -2.311  0.59
H23 -1.313 4.379 -1.318  0.37
H24 -1.279 3.395 0.176  0.46
H25 0.720 4.807 -2.184  0.40
H26 2.009 3.598 -2.217  0.32

For the HOMO energy, the calculation gives -8.7 eV. The calculation puts the LUMO energy at 0.01130 Ha. The calculation puts the energy above the lowest of the compared OMol25 structures with the same formula, charge and spin at 0.582 eV. Its spin multiplicity is 1. The SMILES is CCN(CC(=O)NCc1ccc(Cl)cc1)C(=O)CSCC(=O)Nc1cccc(C)c1. For the orbital gap, the calculation gives 8.974 eV.


Below is a single C22H26ClN5O2 molecule, with properties calculated with ωB97M-V/def2-TZVPD.

Each line ends with the Mulliken charge.
Geometry (Å):
O1 -0.474 0.872 -2.008  -0.79
C1 -0.287 -0.334 -2.083  1.15
C2 -0.045 -1.189 -0.927  -1.82
C3 0.179 -2.509 -1.077  -0.08
O2 0.187 -3.158 -2.241  -0.40
C4 -0.041 -2.451 -3.374  0.20
C5 -0.033 -3.146 -4.586  -0.78
C6 -0.259 -2.474 -5.765  -0.36
C7 -0.497 -1.099 -5.748  0.17
C8 -0.508 -0.401 -4.561  -0.91
C9 -0.280 -1.072 -3.357  0.31
H1 -0.689 0.662 -4.527  0.59
Cl1 -0.779 -0.276 -7.237  -0.21
H2 -0.253 -3.004 -6.705  0.42
H3 0.155 -4.207 -4.575  0.45
H4 0.382 -3.148 -0.229  0.51
C10 -0.027 -0.565 0.451  1.73
C11 1.379 -0.644 0.940  -1.37
N1 2.021 -1.773 1.161  -0.09
N2 3.242 -1.445 1.550  -0.90
N3 3.391 -0.189 1.576  -0.44
N4 2.238 0.375 1.198  1.12
C12 2.159 1.815 1.107  -0.59
C13 2.005 2.282 -0.342  -0.26
C14 2.060 3.806 -0.388  -1.00
C15 0.971 4.406 0.496  -0.56
C16 1.126 3.924 1.936  -1.04
C17 1.061 2.400 1.995  -0.02
H5 0.080 2.073 1.648  0.00
H6 1.193 2.051 3.023  0.41
H7 0.336 4.346 2.560  0.37
H8 2.085 4.263 2.334  0.42
H9 1.025 5.495 0.464  0.36
H10 -0.006 4.105 0.114  0.31
H11 1.929 4.140 -1.418  0.40
H12 3.040 4.148 -0.044  0.40
H13 1.055 1.943 -0.758  0.04
H14 2.810 1.857 -0.947  0.40
H15 3.133 2.153 1.484  0.52
N5 -0.924 -1.293 1.340  0.49
C18 -2.307 -1.169 0.914  -0.54
C19 -3.181 -2.131 1.711  -0.93
C20 -3.077 -1.819 3.199  -0.69
C21 -1.609 -1.852 3.607  -1.03
C22 -0.799 -0.901 2.733  -0.50
H16 0.252 -0.956 3.021  0.47
H17 -1.150 0.137 2.893  0.29
H18 -1.493 -1.569 4.654  0.39
H19 -1.216 -2.861 3.475  0.35
H20 -3.650 -2.542 3.781  0.37
H21 -3.490 -0.825 3.394  0.33
H22 -4.215 -2.049 1.370  0.39
H23 -2.835 -3.149 1.528  0.32
H24 -2.369 -1.409 -0.150  0.45
H25 -2.674 -0.134 1.049  0.34
H26 -0.327 0.492 0.340  0.85

For the HOMO energy, the calculation gives -9.0 eV. The calculation puts the LUMO energy at -0.00521 Ha. The calculation puts the energy above the lowest of the compared OMol25 structures with the same formula, charge and spin at 2.381 eV. Its spin multiplicity is 1. The SMILES is O=c1c([C@H](c2nnnn2C2CCCCC2)N2CCCCC2)coc2ccc(Cl)cc12. For the orbital gap, the calculation gives 8.880 eV.


Respective strongest force on any atom values: 3.12, 0.60, 1.40 eV/Å.